The following is a DFT calculation (wB97M-V/def2-TZVPD) of a structure of composition C15H15CaN2O6 in a non-equilibrium geometry.

Geometry as XYZ:
```
39
Properties=species:S:1:pos:R:3:forces:R:3
Ca -1.9458 3.1336 -1.0362 -0.424 -1.530 -0.965
O -1.9755 7.1410 -1.2507 1.564 -3.616 4.645
O -0.9713 -2.2890 -0.8590 0.551 0.718 0.143
O -3.7503 4.4468 2.0259 4.197 0.116 -3.433
O -0.5773 5.3685 1.3712 -2.226 -0.065 -1.216
O -3.9998 2.6137 -5.9769 0.004 0.148 0.004
O 0.9809 5.4639 -1.8660 -4.575 -3.973 1.977
N 0.8075 -3.0124 0.3667 -0.710 0.553 0.081
N -0.0143 1.7341 -0.3282 -0.581 0.005 0.433
C -0.4028 0.4390 -0.2689 0.990 0.189 0.021
C -3.8261 3.6716 -5.6386 0.002 -0.155 0.009
C -1.6978 5.4922 0.7895 2.419 0.874 1.600
C 1.9060 -0.2784 -0.2085 -0.458 0.133 0.056
C 1.5408 -2.8058 1.6308 -0.132 -0.031 -0.125
C -1.7191 6.3533 -0.3761 -2.889 2.311 -3.512
C 0.2611 -4.3904 0.2433 0.228 0.299 -0.382
C 2.7981 -3.6624 1.7076 0.196 0.141 0.139
C 1.2895 2.0471 -0.1919 -0.119 -0.824 -0.153
C 2.2722 1.0601 -0.1587 -0.328 0.361 -0.006
C 0.5449 -0.5916 -0.1799 -0.287 0.030 -0.315
C -0.9664 -4.6465 1.0998 -0.242 0.118 0.042
C 0.1266 4.7353 -1.5161 4.972 4.074 -2.341
C -2.8483 4.4289 1.2134 -3.509 1.084 2.287
C 0.0457 -2.0102 -0.2368 -0.061 -1.711 0.348
H 0.8751 -3.0670 2.4731 0.223 0.238 -0.228
H 0.0086 -4.5456 -0.8130 0.194 -0.032 0.294
H -0.7697 -4.4264 2.1585 -0.144 -0.142 -0.243
H 2.5644 -4.7219 1.8570 0.141 0.256 -0.025
H 3.4077 -3.5566 0.8031 -0.121 -0.050 0.111
H -3.1986 2.1423 -2.6301 0.721 0.678 0.961
H -1.4800 0.2176 -0.2925 0.546 -0.036 -0.178
H 1.0780 -5.0616 0.5329 -0.279 0.108 -0.300
H -1.2557 -5.7007 1.0061 0.048 0.246 0.107
H 3.3988 -3.3256 2.5591 -0.064 -0.152 -0.094
H -1.7993 -4.0263 0.7430 0.200 -0.206 0.214
H 1.8019 -1.7486 1.7246 -0.119 -0.215 0.090
H 3.3021 1.3558 -0.1021 0.299 0.037 -0.016
H 1.5442 3.1049 -0.1134 -0.021 -0.322 -0.108
H 2.6440 -1.0826 -0.2620 -0.208 0.345 0.078
```
Forces are in eV/Å.

## Properties
Energy above the lowest of the compared OMol25 structures with the same formula, charge and spin in eV: 3.961
E_HOMO (spin up / spin down) in eV: -11.1 / -11.2
Max |F| in eV/Å: 6.8
Charge: +1
Orbital gap (spin up / spin down) in Eh: 0.1668 / 0.1782
Energy in eV: -49489.750
LUMO energy (spin up / spin down) in eV: -6.540 / -6.382